Below is C3H2N2O3 in the gas phase in a non-equilibrium geometry, with properties calculated with the ωB97M-V functional and the def2-TZVPD basis.

Positions of all 10 atoms, in Å:
C: -0.9489 -0.6748 -0.0658
C: -0.9827 0.6760 0.0683
C: 0.3805 -1.2435 -0.0899
N: 0.2847 1.1758 0.0173
N: 1.2468 -0.0992 -0.0390
O: 0.6622 2.3239 -0.1105
O: 2.4369 0.1508 0.0272
O: 0.7465 -2.3891 -0.0171
H: -1.9114 -1.1387 0.0278
H: -1.9147 1.2188 0.1817

Its HOMO-LUMO gap (alpha / beta) is 8.1 / 7.4 eV. Its calculated total energy is -12260.011 eV.